No. 1
# C4H6BrNO

A single C4H6BrNO molecule in a non-equilibrium geometry (ωB97M-V/def2-TZVPD, the OMol25 dataset).

Bonds (Å) are listed after each position.
Cartesian coordinates (Å):
1 C -0.33 1.57 -0.70  C2 1.321, O6 1.359, H8 1.115
2 C 0.93 1.27 -0.45  C1 1.321, C3 1.515, Br7 1.872
3 C 0.98 -0.20 -0.08  C2 1.515, N5 1.413, H9 1.075, H10 1.102
4 C -1.04 -1.48 0.63  N5 1.465, H11 1.079, H12 1.117, H13 1.210
5 N -0.36 -0.59 -0.31  C3 1.413, C4 1.465, O6 1.439
6 O -1.18 0.51 -0.75  C1 1.359, N5 1.439
7 Br 2.25 2.59 -0.27  C2 1.872
8 H -0.79 2.50 -1.11  C1 1.115
9 H 1.78 -0.68 -0.61  C3 1.075
10 H 1.32 -0.37 0.95  C3 1.102
11 H -1.85 -1.95 0.10  C4 1.079
12 H -0.16 -2.09 0.94  C4 1.117
13 H -1.56 -1.08 1.65  C4 1.210

Summary:
- Frontier orbital gap (spin up / spin down): 5.42 / 7.44 eV
- Highest occupied orbital energy (spin up / spin down): -0.1670 / -0.3322 Ha
- Spin multiplicity: 3
- Charge: 0
- Total energy: -2859.75791 a.u.
- ΔE to the lowest compared entry with this formula, charge and spin: 222.3 kJ/mol

No. 2
# C4H6BrNO2S

2 unconnected molecules or ions with the total composition C4H6BrNO2S in a non-equilibrium geometry (ωB97M-V/def2-TZVPD, the OMol25 dataset).

Bonds (Å) are listed after each position.
Cartesian coordinates (Å):
1 C -1.71 0.32 -1.61  C4 1.420, N5 1.153
2 C -1.99 -1.80 -0.49  C4 1.304, H10 1.083, H12 1.060
3 C 2.23 0.59 0.46  S8 1.855, H13 1.149, H14 1.117, H15 1.087
4 C -1.28 -0.96 -1.19  C1 1.420, C2 1.304, Br9 1.948
5 N -2.23 1.28 -1.98  C1 1.153
6 O -0.26 1.60 0.85  S8 1.685, H11 1.045
7 O 0.95 0.48 2.73  S8 1.453
8 S 0.63 0.26 1.33  C3 1.855, O6 1.685, O7 1.453
9 Br 0.53 -1.48 -1.70  C4 1.948
10 H -1.47 -2.75 -0.44  C2 1.083
11 H -0.13 2.31 1.61  O6 1.045
12 H -3.00 -1.52 -0.33  C2 1.060
13 H 2.08 1.04 -0.59  C3 1.149
14 H 2.96 0.99 1.21  C3 1.117
15 H 2.70 -0.34 0.13  C3 1.087

Summary:
- Frontier orbital gap: 9.53 eV
- Highest occupied orbital energy: -0.3533 Ha
- Charge: 0
- Total energy: -3333.35488 a.u.
- ΔE to the lowest compared entry with this formula, charge and spin: 70.0 kJ/mol

No. 3
# C4H6BrNS

2 unconnected molecules or ions with the total composition C4H6BrNS in a non-equilibrium geometry (ωB97M-V/def2-TZVPD, the OMol25 dataset).

Bonds (Å) are listed after each position.
Cartesian coordinates (Å):
1 C -1.09 0.09 0.80  C2 1.504, N5 1.284, H8 1.066
2 C -0.91 -1.35 0.39  C1 1.504, S6 1.750, H9 1.196, H10 1.049
3 C 0.86 0.25 -0.19  C4 1.450, N5 1.344, S6 1.670
4 C 2.02 0.98 -0.65  C3 1.450, H11 1.063, H12 1.166, H13 1.197
5 N -0.16 0.89 0.40  C1 1.284, C3 1.344
6 S 0.68 -1.41 -0.33  C2 1.750, C3 1.670
7 Br -3.97 0.11 -0.35  no bonds
8 H -1.72 0.74 1.35  C1 1.066
9 H -1.10 -2.03 1.35  C2 1.196
10 H -1.69 -1.62 -0.27  C2 1.049
11 H 2.91 0.52 -0.27  C4 1.063
12 H 1.93 2.13 -0.43  C4 1.166
13 H 2.23 0.71 -1.80  C4 1.197

Summary:
- Frontier orbital gap (spin up / spin down): 5.33 / 5.34 eV
- Highest occupied orbital energy (spin up / spin down): -0.2806 / -0.2807 Ha
- Charge: 0
- Total energy: -3182.87942 a.u.
- ΔE to the lowest compared entry with this formula, charge and spin: 238.6 kJ/mol

Question: What is the charge in the first record?
Answer: 0

Question: Which value of ΔE to the lowest compared entry with this formula, charge and spin does entry 2 give?
Answer: 70.0 kJ/mol

Question: Look up the total energy of the first one.
Answer: -2859.75791 a.u.